(1)
The following is a quantum chemistry calculation of a structure of composition C29H54F3N4NbO6PS, from OMol25.

Computed properties:
Kohn-Sham gap, eV: 5.699
Charge: -1
LUMO level, eV: 1.366
Relative energy (zero: lowest compared OMol25 entry of this formula, charge and spin), kcal/mol: 401.2
E_HOMO, eV: -4.33

Atoms and positions in Å:
C (3.8330, -2.2606, 2.1199)
C (3.2607, -3.4383, 1.1265)
C (1.6293, -3.5962, 1.1148)
C (0.8204, -2.1323, 1.1671)
O (-0.4102, -2.3127, 0.4554)
Nb (-0.7797, -1.0486, -1.1694)
C (-1.5243, 0.2717, -2.8468)
C (-0.4566, 0.7300, -3.9835)
N (0.4097, 1.8662, -3.4937)
C (1.7574, 1.9290, -4.1734)
C (2.8838, 1.9993, -2.9382)
C (-0.3026, 3.1978, -3.4680)
C (-1.1913, 3.8666, -4.6707)
O (-0.1776, 3.9236, -2.3270)
C (-1.7499, -2.8266, -2.2471)
N (-3.2446, -2.7116, -2.4351)
C (-3.7962, -4.0846, -2.0070)
C (0.0700, 0.8279, -0.1554)
C (-0.6119, 1.2262, 1.2719)
O (-0.3730, 0.5654, 2.4393)
C (-1.6286, 2.5424, 1.4523)
C (-1.6893, 3.2877, 2.9456)
C (-2.7465, 4.5577, 3.1110)
C (-3.7239, 5.1188, 1.8954)
C (-3.6210, 4.4166, 0.4080)
C (-2.5747, 3.1537, 0.2554)
C (1.2810, -1.4013, -2.1038)
C (1.4905, -2.7808, -2.9377)
O (2.8908, -3.2346, -2.6152)
C (1.5648, -2.5735, -4.5974)
F (0.2427, -2.5300, -5.2510)
F (2.4948, -1.4771, -4.9990)
F (2.2270, -3.8397, -5.0916)
P (-3.1179, -0.6922, -0.0723)
S (-4.3939, 0.1904, -1.2392)
H (3.1062, -1.9825, 3.0027)
H (3.9978, -1.3028, 1.4363)
H (4.8829, -2.6543, 2.5290)
H (3.6948, -4.4657, 1.5513)
H (3.6359, -3.3675, 0.0185)
H (1.3178, -4.2355, 2.0719)
H (1.2076, -4.1977, 0.1831)
H (0.5618, -1.9881, 2.3241)
H (1.5325, -1.2661, 0.8815)
H (-2.4299, -0.2611, -3.4126)
H (-1.9863, 1.2592, -2.3902)
H (-1.0800, 1.0952, -4.9307)
H (0.2429, -0.1277, -4.3777)
H (1.9733, 1.0716, -4.9399)
H (1.8226, 2.9982, -4.6957)
H (3.8463, 1.3756, -3.1943)
H (3.0913, 3.0914, -2.5719)
H (2.3770, 1.4387, -2.0138)
H (-1.7201, 4.8375, -4.2206)
H (-2.0654, 3.1295, -4.9383)
H (-0.5641, 4.1671, -5.6125)
H (-1.5671, -3.7846, -1.5588)
H (-1.2831, -3.0877, -3.2854)
H (-3.4962, -2.6097, -3.4580)
H (-3.1488, -4.9513, -2.5081)
H (-4.9019, -4.2606, -2.3495)
H (-3.6872, -4.2336, -0.8471)
H (-0.0996, 1.7294, -0.9009)
H (1.2448, 0.6571, -0.1002)
H (-1.0340, 2.9381, 3.8641)
H (-2.8029, 5.0813, 4.1580)
H (-4.4833, 5.9961, 2.0459)
H (-4.2402, 4.7263, -0.5414)
H (-2.5027, 2.6475, -0.7962)
H (2.0720, -1.4322, -1.2083)
H (1.6759, -0.5129, -2.7807)
H (0.8315, -3.6931, -2.6224)
H (3.5276, -2.4673, -2.8143)
H (-3.0276, -0.1465, 1.2610)
H (-3.6175, -2.0634, 0.1101)
C (-0.4990, -3.7062, 5.4525)
O (0.5900, -3.1857, 5.6586)
N (-1.6864, -3.0302, 5.2706)
C (-2.9361, -3.7209, 5.0308)
C (-1.6856, -1.5828, 5.3206)
H (-0.6121, -4.8014, 5.3952)
H (-3.3371, -3.4011, 4.0648)
H (-3.6414, -3.4618, 5.8257)
H (-2.7914, -4.8046, 5.0185)
H (-1.0138, -1.2003, 4.5467)
H (-1.3164, -1.2606, 6.2987)
H (-2.6937, -1.1903, 5.1599)
C (2.9451, 3.4084, 0.9983)
O (3.3264, 2.3395, 0.5384)
N (2.9870, 3.7665, 2.3287)
C (2.5151, 5.0537, 2.7943)
C (3.5198, 2.8262, 3.2929)
H (2.5224, 4.1953, 0.3521)
H (3.3427, 5.5793, 3.2793)
H (1.7078, 4.8946, 3.5150)
H (2.1416, 5.6601, 1.9648)
H (4.5534, 2.5887, 3.0249)
H (2.9268, 1.9075, 3.2594)
H (3.4886, 3.2480, 4.3015)

---

(2)
The following is a quantum chemistry calculation of a structure of composition C29H55Br2NaO25, from OMol25.

Computed properties:
Kohn-Sham gap, eV: 6.612
Charge: 0
LUMO level, eV: -0.042
E_HOMO, eV: -6.65

Atoms and positions in Å:
Na (-0.3905, 0.7834, -0.9845)
C (2.6413, 3.3207, -1.6066)
O (1.5114, 2.5366, -1.3004)
H (3.4741, 2.8480, -2.1273)
H (2.4788, 4.2333, -2.1801)
H (3.0616, 3.7511, -0.6977)
C (4.3052, -0.5070, -1.9606)
C (5.6087, -0.8823, -2.7304)
C (5.7536, -0.2732, -4.0982)
O (7.0840, 0.2417, -4.1446)
C (7.6697, 0.0920, -2.8784)
O (8.7964, 0.3669, -2.6369)
O (6.8267, -0.4428, -2.0820)
H (3.3625, -0.9493, -2.2827)
H (4.1709, 0.5702, -1.8620)
H (4.4417, -1.0193, -1.0082)
H (5.7112, -1.9607, -2.6100)
H (5.0301, 0.5386, -4.1731)
H (5.6808, -0.9798, -4.9249)
C (4.4601, 2.6939, 2.2168)
C (3.5621, 1.4540, 1.9101)
C (4.1663, 0.2675, 1.1673)
O (3.8238, -0.7851, 2.0602)
C (3.2990, -0.3640, 3.2085)
O (3.1310, -1.1622, 4.1217)
O (2.9850, 0.9324, 3.0630)
H (4.8202, 2.7307, 3.2450)
H (3.8781, 3.6129, 2.1473)
H (5.3111, 2.7395, 1.5372)
H (2.7188, 1.7492, 1.2858)
H (5.2287, 0.2027, 0.9325)
H (3.6272, 0.2366, 0.2204)
Br (-3.7394, 5.9778, 0.7221)
C (-3.4092, 4.6285, 2.1640)
C (-3.7560, 3.2611, 1.7028)
Br (-5.5788, 2.9575, 0.8287)
H (-4.1878, 4.9341, 2.8630)
H (-2.3599, 4.7502, 2.4329)
H (-3.7731, 2.5759, 2.5504)
H (-3.0018, 2.6429, 1.2158)
C (-4.2690, -5.5117, -1.7350)
O (-3.6029, -5.5652, -0.4858)
C (-2.5664, -4.7576, -0.0512)
O (-2.1118, -3.7672, -0.6234)
O (-2.2981, -5.2086, 1.2123)
C (-1.4292, -4.4914, 1.9818)
H (-3.7136, -4.8273, -2.3762)
H (-5.2973, -5.1521, -1.7721)
H (-4.3030, -6.4493, -2.2897)
H (-1.8369, -3.5098, 2.2235)
H (-0.4239, -4.3934, 1.5721)
H (-1.2515, -5.0225, 2.9170)
C (-1.8098, 3.3564, -1.9591)
O (-2.7167, 2.5634, -2.6864)
C (-3.2411, 1.5035, -2.1626)
O (-2.8012, 1.0141, -1.1417)
O (-4.2243, 1.0819, -2.9311)
C (-4.9060, -0.1695, -2.8812)
H (-1.6778, 3.0996, -0.9080)
H (-2.0779, 4.4037, -2.0985)
H (-0.8200, 3.1083, -2.3423)
H (-4.3568, -1.1110, -2.8725)
H (-5.4721, -0.2357, -3.8103)
H (-5.5686, -0.3184, -2.0286)
C (2.3788, -3.9758, -0.8677)
O (1.7201, -3.4454, 0.3023)
C (1.1661, -2.2876, 0.3547)
O (1.3742, -1.2677, -0.3450)
O (0.4655, -2.2196, 1.4851)
C (-0.0932, -1.0096, 2.1467)
H (2.8947, -4.8630, -0.5004)
H (3.0631, -3.2825, -1.3567)
H (1.5814, -4.1050, -1.5995)
H (-1.1026, -0.8713, 1.7593)
H (0.4701, -0.1030, 1.9259)
H (-0.1425, -1.1199, 3.2299)
C (-1.5865, -2.6077, -3.7788)
O (-0.3777, -2.2317, -4.4835)
C (0.0499, -0.9772, -4.3058)
O (-0.5495, -0.1322, -3.5916)
O (0.9970, -0.6513, -5.2584)
C (1.2674, 0.7206, -5.3795)
H (-2.4612, -2.0670, -4.1403)
H (-1.5487, -2.4885, -2.6960)
H (-1.6659, -3.6913, -3.8664)
H (0.3873, 1.3376, -5.1980)
H (1.4129, 0.9788, -6.4284)
H (2.1407, 0.9845, -4.7830)
C (-4.5558, -1.4033, 1.6006)
O (-3.6209, -1.4551, 2.7239)
C (-4.1635, -1.7473, 3.9259)
O (-5.3123, -2.0224, 4.1768)
O (-3.2633, -1.4140, 4.9536)
C (-3.6649, -1.7173, 6.2854)
H (-4.2034, -0.5916, 0.9642)
H (-5.5865, -1.1122, 1.8033)
H (-4.5636, -2.3783, 1.1132)
H (-4.6005, -1.1932, 6.4806)
H (-2.9535, -1.2646, 6.9762)
H (-3.9487, -2.7693, 6.3149)
C (0.0493, 4.7668, 1.1886)
O (0.0975, 3.8497, 2.3164)
C (-0.2483, 2.5741, 2.2003)
O (-0.6926, 2.0635, 1.1978)
O (-0.0604, 1.9342, 3.4541)
C (0.7676, 2.4971, 4.5323)
H (-0.7826, 5.4655, 1.1008)
H (-0.0851, 4.1671, 0.2884)
H (1.0011, 5.2976, 1.2105)
H (1.5093, 3.1635, 4.0919)
H (1.1947, 1.6887, 5.1257)
H (0.1975, 3.0324, 5.2916)

---

(3)
The following is a quantum chemistry calculation of a cluster of 3 separate species, C29H55BrFN9O5P2S2 in total, from OMol25.

Computed properties:
Kohn-Sham gap, eV: 6.504
Charge: 0
LUMO level, eV: -0.945
SMILES: CNCc1ccc2c(c1)Sc1cc(S(=O)(=O)F)c(Br)cc1N2C[C@H](O)CN.CN(C)P(=O)(N(C)C)N(C)C.CN(C)P(=O)(N(C)C)N(C)C
E_HOMO, eV: -7.45

Atoms and positions in Å:
C (7.0336, 2.2897, 3.4588)
N (7.1487, 1.7130, 2.0989)
C (6.3639, 2.4613, 1.0987)
C (4.8194, 2.3436, 1.2698)
C (4.0837, 3.1854, 2.2535)
C (2.6423, 3.0808, 2.3998)
C (1.8118, 2.1625, 1.5807)
C (2.5307, 1.3480, 0.6032)
C (3.9912, 1.4355, 0.4707)
S (1.5478, 0.2271, -0.4667)
C (0.1133, -0.1050, 0.6029)
C (-0.6549, -1.3536, 0.4794)
C (-1.8047, -1.6593, 1.3360)
S (-2.7766, -3.1770, 1.2234)
O (-2.0852, -4.2078, 0.4801)
O (-4.0917, -2.8488, 0.6962)
F (-3.0530, -3.7993, 2.7251)
C (-2.1743, -0.6533, 2.3474)
Br (-3.6997, -0.8694, 3.5695)
C (-1.4133, 0.5830, 2.4715)
C (-0.2593, 0.9114, 1.5961)
N (0.3758, 2.1911, 1.8016)
C (-0.2327, 3.2827, 0.9766)
C (-1.7059, 3.6336, 1.3943)
O (-2.5736, 2.8223, 0.5764)
C (-2.0753, 5.1553, 1.2824)
N (-3.4968, 5.2720, 1.7575)
H (6.0412, 1.9743, 3.8731)
H (7.8474, 1.8806, 4.1263)
H (7.1256, 3.4142, 3.4851)
H (8.1379, 1.8381, 1.8446)
H (6.6147, 2.0435, 0.0785)
H (6.6293, 3.5618, 1.0504)
H (4.6679, 3.9178, 2.8715)
H (2.1403, 3.7396, 3.1438)
H (4.5394, 0.7936, -0.2657)
H (-0.3944, -2.1303, -0.2871)
H (-1.7230, 1.3319, 3.2319)
H (-0.1492, 2.9894, -0.1154)
H (0.4378, 4.1870, 1.0799)
H (-1.8095, 3.3542, 2.4864)
H (-3.3544, 2.6511, 1.1403)
H (-1.4684, 5.8323, 1.9328)
H (-2.0806, 5.4262, 0.1946)
H (-3.5952, 6.0242, 2.4363)
H (-4.1293, 5.4217, 0.9721)
C (8.3420, 0.5054, -4.3166)
N (8.4706, -0.1889, -3.0457)
C (9.2457, 0.6032, -2.0935)
P (7.2396, -1.1257, -2.3070)
O (6.2902, 0.0339, -2.0038)
N (6.1424, -1.9552, -3.3551)
C (6.0921, -1.7991, -4.7938)
C (4.7662, -2.0184, -2.8487)
N (8.3181, -2.4958, -2.5086)
C (9.3572, -2.7071, -3.4939)
C (7.9835, -3.6896, -1.7398)
H (9.3180, 0.8690, -4.6443)
H (7.6527, 1.3551, -4.2618)
H (8.0190, -0.1575, -5.1137)
H (9.9175, -0.0541, -1.5287)
H (8.5997, 1.1243, -1.3763)
H (9.8695, 1.3559, -2.5770)
H (5.8409, -0.7733, -5.0893)
H (5.3450, -2.4659, -5.2318)
H (7.0325, -2.0939, -5.2636)
H (4.2112, -1.0967, -3.0660)
H (4.7565, -2.1717, -1.7685)
H (4.2281, -2.8591, -3.2947)
H (9.0486, -2.4249, -4.5022)
H (9.6519, -3.7579, -3.5428)
H (10.2596, -2.1428, -3.2420)
H (7.3988, -4.3947, -2.3409)
H (7.3949, -3.4272, -0.8581)
H (8.8815, -4.1964, -1.3762)
C (-9.4770, -0.2839, 2.7155)
N (-10.0998, -0.4799, 1.4173)
C (-11.2705, 0.3805, 1.2639)
P (-9.2527, -0.7447, -0.0507)
O (-8.6244, 0.6458, -0.1461)
N (-7.7502, -1.5933, 0.0404)
C (-7.0799, -1.9634, 1.2707)
C (-6.7383, -1.1211, -0.9116)
N (-10.0302, -2.3203, -0.0819)
C (-10.5094, -3.1275, 1.0193)
C (-9.9834, -3.0295, -1.3550)
H (-10.2332, -0.3214, 3.5026)
H (-8.9464, 0.6722, 2.7855)
H (-8.7884, -1.0863, 2.9637)
H (-12.0719, -0.1746, 0.7615)
H (-11.0460, 1.2697, 0.6629)
H (-11.6717, 0.7246, 2.2180)
H (-6.7987, -1.0858, 1.8668)
H (-6.1710, -2.5331, 1.0673)
H (-7.6930, -2.6350, 1.8762)
H (-6.2118, -0.2340, -0.5369)
H (-7.1958, -0.8634, -1.8683)
H (-6.0004, -1.9022, -1.1105)
H (-9.8089, -3.1615, 1.8557)
H (-10.6752, -4.1628, 0.7119)
H (-11.4688, -2.7564, 1.3915)
H (-9.1439, -3.7332, -1.3840)
H (-9.8647, -2.3270, -2.1828)
H (-10.9105, -3.5788, -1.5419)

---

(4)
The following is a quantum chemistry calculation of a structure of composition C29H56BN9OTi, from OMol25.

Computed properties:
Kohn-Sham gap (spin up / spin down), eV: 4.972 / 8.901
Charge: 0
Multiplicity: 3
LUMO level (spin up / spin down), eV: 0.510 / 0.502
E_HOMO (spin up / spin down), eV: -4.46 / -8.40

Atoms and positions in Å:
Ti (0.0428, 0.8122, 1.0542)
N (-0.3847, -1.1484, 1.8498)
C (-1.6772, -1.5286, 2.4079)
C (-2.7499, -1.2908, 1.3481)
N (-2.5852, 0.0091, 0.6969)
C (-3.4721, 1.0633, 1.1752)
C (-2.9204, 1.6875, 2.4511)
N (-1.5468, 2.1076, 2.1896)
H (-0.2156, -1.6626, 0.9756)
H (0.3671, -1.3968, 2.4838)
H (-1.8682, -0.9315, 3.3018)
H (-1.7132, -2.5829, 2.7080)
H (-3.7423, -1.3838, 1.8065)
H (-2.6608, -2.0711, 0.5886)
H (-2.6713, -0.0947, -0.3036)
H (-4.4897, 0.6917, 1.3562)
H (-3.5258, 1.8359, 0.4033)
H (-2.9176, 0.9496, 3.2548)
H (-3.5717, 2.5096, 2.7678)
H (-1.0439, 2.3648, 3.0311)
H (-1.5583, 2.9176, 1.5752)
C (-2.8992, 1.6410, -3.0763)
C (-1.9336, 2.0856, -2.0401)
C (-1.7978, 3.3594, -1.5515)
C (-0.7678, 3.3097, -0.6022)
N (-0.3387, 2.0473, -0.4896)
N (-1.0260, 1.2736, -1.4085)
B (-0.3088, -0.0041, -2.0365)
N (1.1476, -0.0279, -1.5424)
N (1.5433, 0.0640, -0.2298)
C (2.8785, -0.0420, -0.2365)
C (3.3378, -0.1977, -1.5525)
C (2.2160, -0.1853, -2.3469)
C (2.1334, -0.3415, -3.8292)
C (3.7552, -0.0469, 1.0007)
C (3.1747, -1.0116, 2.0421)
C (5.1657, -0.5150, 0.6311)
C (3.8617, 1.3665, 1.5943)
N (-0.9264, -1.4409, -1.7955)
N (-0.3332, -2.2588, -0.8776)
C (-0.7365, -3.4924, -1.1172)
C (-1.6248, -3.5046, -2.2069)
C (-1.6962, -2.1987, -2.6326)
C (-2.4179, -1.7321, -3.8508)
C (-0.2236, -4.6940, -0.3584)
C (0.5378, -5.5944, -1.3424)
C (-1.4078, -5.4771, 0.2217)
C (0.7248, -4.2920, 0.7713)
C (-0.0638, 4.4951, 0.0236)
C (0.7398, 5.1871, -1.0949)
C (0.9068, 4.0890, 1.1465)
C (-1.0948, 5.4959, 0.5629)
H (-3.4380, 2.5094, -3.4519)
H (-2.3998, 1.1571, -3.9119)
H (-3.6329, 0.9457, -2.6651)
H (-2.3621, 4.2232, -1.8649)
H (-0.3158, 0.1558, -3.2283)
H (4.3537, -0.3189, -1.8831)
H (3.1373, -0.4775, -4.2283)
H (1.5299, -1.2074, -4.1050)
H (1.6895, 0.5374, -4.2968)
H (3.0354, -2.0055, 1.6106)
H (3.8475, -1.0929, 2.8989)
H (2.2168, -0.6280, 2.3891)
H (5.1564, -1.5078, 0.1768)
H (5.6489, 0.1789, -0.0589)
H (5.7727, -0.5606, 1.5370)
H (2.8995, 1.6919, 1.9899)
H (4.5863, 1.3692, 2.4127)
H (4.2012, 2.0734, 0.8334)
H (-2.1080, -4.3557, -2.6590)
H (-2.7408, -2.6050, -4.4156)
H (-3.3021, -1.1500, -3.6102)
H (-1.7721, -1.1295, -4.4889)
H (-0.0831, -5.8539, -2.2010)
H (1.4319, -5.0880, -1.7106)
H (0.8422, -6.5195, -0.8468)
H (-2.0292, -5.8991, -0.5704)
H (-1.0461, -6.2993, 0.8436)
H (-2.0386, -4.8329, 0.8384)
H (1.4836, -3.5950, 0.4145)
H (0.1810, -3.8192, 1.5895)
H (1.2200, -5.1814, 1.1666)
H (1.5634, 4.5492, -1.4208)
H (0.1067, 5.3936, -1.9591)
H (1.1493, 6.1323, -0.7312)
H (1.2866, 3.0754, 1.0196)
H (1.7703, 4.7556, 1.1530)
H (0.4392, 4.1501, 2.1311)
H (-1.6856, 5.9306, -0.2458)
H (-1.7827, 5.0333, 1.2746)
H (-0.5794, 6.3105, 1.0761)
C (0.8284, 0.7409, 4.0776)
O (0.9093, 1.1369, 2.7630)
H (1.1280, -0.3118, 4.2447)
H (-0.1974, 0.8288, 4.4877)
H (1.4773, 1.3451, 4.7274)

---

In the order shown, the computed maximum force values come out to 8.17 5.21 7.06 1.92 eV Å⁻¹.